[1]
Entry from the OMol25 dataset: C11H6N2O4SSm as an isolated structure in a non-equilibrium geometry (ωB97M-V/def2-TZVPD).

Its molar mass is 412.61 g mol⁻¹. For the HOMO energy (alpha / beta), the calculation gives -18.770 / -18.780 eV. Its charge is +3. For the max |F|, the calculation gives 13.8 eV/A. The value obtained for the HOMO-LUMO gap (alpha / beta) is 4.05 / 4.29 eV. As for the spin multiplicity: 6. As for the expectation value of S²: 8.77.

Last column: Mulliken spin population.
CARTESIAN COORDINATES (ANGSTROEM)
1 Sm 0.1255 -0.1257 -1.9786  5.072
2 O -2.9911 -1.1279 -1.9800  0.014
3 C -1.8940 -0.7440 -2.1365  -0.019
4 C 0.4661 1.9770 -2.1648  -0.013
5 O 0.7323 3.1105 -1.9692  0.019
6 C 1.5615 -1.3788 -2.9331  -0.003
7 O 2.4218 -2.1146 -3.2456  0.011
8 C -0.3446 0.3010 -4.3530  -0.003
9 O -0.5677 0.5001 -5.4670  0.007
10 N 2.7989 0.7975 -0.5155  -0.004
11 C 1.7571 0.5239 0.3572  -0.004
12 N 0.5400 0.1601 0.0535  -0.040
13 C -0.3254 -0.0933 1.1486  -0.007
14 C -1.6591 -0.5236 1.1389  -0.013
15 C -2.2730 -0.7417 2.3992  0.006
16 C -1.5904 -0.5326 3.5923  -0.011
17 C -0.2616 -0.0979 3.5878  -0.005
18 C 0.3461 0.1138 2.3417  0.001
19 S 2.0525 0.6452 2.0877  -0.008
20 H 3.6613 1.0534 -0.1255  0.000
21 H 2.6977 0.6987 -1.4786  0.003
22 H -2.1959 -0.6914 0.2200  -0.001
23 H -3.2907 -1.0772 2.3980  0.000
24 H -2.0753 -0.7062 4.5358  0.000
25 H 0.3082 0.0735 4.4869  0.000

***

[2]
Entry from the OMol25 dataset: C8H2AsF12O4S as an isolated structure in a non-equilibrium geometry (ωB97M-V/def2-TZVPD).

Its molar mass is 497.06 g mol⁻¹. For the HOMO energy, the calculation gives -8.749 eV. Its charge is -1. For the max |F|, the calculation gives 3.2 eV/A. The value obtained for the HOMO-LUMO gap is 9.15 eV.

Last column: Löwdin charge in e.
CARTESIAN COORDINATES (ANGSTROEM)
1 O -2.8506 -2.1759 -0.3052  0.161
2 C -1.9040 -1.8274 -0.9187  -0.333
3 C -1.5193 -2.4114 -2.2923  0.087
4 C -0.2414 -2.6546 -2.5152  -0.208
5 F 0.2178 -3.1246 -3.6734  0.110
6 C 0.7319 -2.3335 -1.3539  -0.281
7 O 1.6151 -3.0494 -1.0415  0.186
8 C 0.3773 -1.0137 -0.6265  -0.177
9 S 1.6623 0.1522 -0.1273  0.764
10 O 1.2249 0.9398 0.9757  -0.216
11 O 2.8932 -0.5440 0.1225  -0.250
12 C 1.9779 1.2587 -1.5967  -0.459
13 F 2.2392 2.4875 -1.1170  0.134
14 F 3.0516 0.8803 -2.3063  0.135
15 C 0.7859 1.4154 -2.5930  -0.556
16 F 1.1087 2.4251 -3.4324  0.154
17 F -0.3455 1.7911 -2.0076  0.189
18 F 0.6144 0.3450 -3.3750  0.174
19 C -0.9038 -0.7652 -0.3877  0.081
20 H -2.2874 -2.5769 -3.0597  0.139
21 H -1.2186 0.1607 0.1196  0.145
22 F 0.6611 1.0686 4.3917  -0.282
23 As -1.0311 1.5180 4.5035  0.753
24 F -0.6660 3.0787 3.7845  -0.286
25 F -0.7503 2.1874 6.1035  -0.288
26 F -2.7272 1.9662 4.6126  -0.289
27 F -1.3992 -0.0436 5.2200  -0.287
28 F -1.3167 0.8456 2.8955  -0.298